[1]
Computed, not measured: C42H34BrNOP2STi as an isolated structure, with ωB97M-V with the def2-TZVPD basis set.

XYZ file:
```
83
Properties=species:S:1:pos:R:3
Ti 0.04771 -0.01970 0.17012
O -1.43310 0.84063 -0.80349
S -1.82501 1.45893 0.59207
C -1.75890 3.18915 0.34502
C -2.82760 3.98801 -0.04834
C -2.60251 5.34943 -0.18591
C -1.34449 5.88649 0.05718
C -0.27006 5.06198 0.36258
C -0.45926 3.69167 0.48322
P 0.92970 2.51052 0.54949
C 1.92469 2.94494 1.97475
C 3.32000 2.91138 1.93508
C 4.04214 3.19240 3.08712
C 3.38064 3.49893 4.26782
C 1.99090 3.52838 4.30946
C 1.26040 3.24989 3.16723
C 1.87992 2.73664 -0.96277
C 1.81719 1.73167 -1.92644
C 2.51319 1.83620 -3.11746
C 3.28376 2.96821 -3.35111
C 3.35719 3.97862 -2.40015
C 2.66071 3.86642 -1.20654
C -3.37965 0.88150 1.18381
C -4.42701 1.70693 1.57713
C -5.51636 1.13358 2.21980
C -5.53669 -0.22152 2.49682
C -4.46452 -1.02996 2.13848
C -3.36938 -0.48955 1.48175
P -1.98972 -1.54157 0.92805
C -2.64464 -2.37308 -0.53714
C -3.69153 -3.28969 -0.40037
C -4.23842 -3.88638 -1.52498
C -3.75526 -3.56824 -2.78787
C -2.72761 -2.64762 -2.93415
C -2.17790 -2.04722 -1.81213
C -1.68998 -2.72230 2.25011
C -1.62826 -4.09644 2.02822
C -1.33836 -4.94874 3.08614
C -1.10471 -4.43457 4.35217
C -1.15189 -3.06161 4.57408
C -1.43825 -2.20596 3.52572
H -3.79820 3.57721 -0.28029
H -3.41921 5.99173 -0.48646
H -1.19189 6.95429 -0.02738
H 0.71615 5.48748 0.49668
H 3.84236 2.68633 1.01273
H 5.12330 3.18357 3.05593
H 3.95021 3.72538 5.15914
H 1.48055 3.77875 5.22951
H 0.17722 3.29316 3.19807
H 1.19411 0.84481 -1.77985
H 2.45587 1.05333 -3.86097
H 3.83092 3.06109 -4.27954
H 3.96224 4.85494 -2.58888
H 2.74135 4.65185 -0.46507
H -4.40230 2.77456 1.44234
H -6.34098 1.76341 2.52456
H -6.38139 -0.65217 3.01794
H -4.46968 -2.08060 2.39916
H -4.08096 -3.54395 0.57778
H -5.04615 -4.59749 -1.41648
H -4.18848 -4.03374 -3.66312
H -2.36501 -2.38973 -3.92002
H -1.39634 -1.30649 -1.93908
H -1.81406 -4.50320 1.04176
H -1.30760 -6.01736 2.92067
H -0.88914 -5.10348 5.17459
H -0.97141 -2.66709 5.56473
H -1.48803 -1.13653 3.70323
C 1.11038 -5.59006 -0.99494
C 1.55653 -4.28227 -0.40862
C 2.77069 -4.14701 0.26111
C 3.13957 -2.93263 0.82294
C 2.25825 -1.89270 0.66876
Br 2.57184 -0.17278 1.40426
N 1.09641 -1.96167 0.02286
C 0.75441 -3.15762 -0.50282
H 1.96089 -6.23544 -1.20363
H 0.55130 -5.44691 -1.91838
H 0.46333 -6.11579 -0.28971
H 3.43691 -4.99713 0.34648
H 4.07158 -2.80073 1.35340
H -0.18902 -3.20137 -1.02801
```

- Kohn-Sham gap (alpha / beta) (eV) = 7.20 / 7.46
- total energy (eV) = -170190.2957
- 2S+1 = 2
- net charge = +3

Results of the Mulliken charge analysis, in e, for atoms 1 through 5: atom 1 (Ti): -0.035, atom 2 (O): -0.339, atom 3 (S): 1.833, atom 4 (C): 0.143, atom 5 (C): -0.587

=====

[2]
Computed, not measured: C42H34CsN3O6P2STe as an isolated structure in a non-equilibrium geometry, with ωB97M-V with the def2-TZVPD basis set.

XYZ file:
```
90
Properties=species:S:1:pos:R:3
Cs 0.06307 -0.73791 1.19625
O -1.54285 1.37242 7.04005
C -1.06180 0.99395 5.96525
N 0.22379 0.89647 5.69099
C 0.86592 0.13403 4.80162
O 0.63066 -1.15650 4.73990
C 1.88803 0.73543 4.01176
C 2.22926 2.11999 4.12231
C 3.23223 2.63367 3.36120
C 3.93811 1.78329 2.45078
C 3.53524 0.45807 2.38505
N 2.55529 -0.07052 3.10303
C -2.09024 0.83812 4.82662
C -3.36035 1.37766 5.03193
C -4.28657 1.34979 4.00425
C -3.93014 0.76304 2.79890
C -2.65717 0.23106 2.70042
N -1.75053 0.26785 3.67444
H 1.68299 2.72524 4.83079
H 3.49969 3.67950 3.45333
H 4.76471 2.13924 1.85302
H 4.03660 -0.22749 1.70379
H -3.56589 1.81270 5.99855
H -5.27284 1.78052 4.13752
H -4.60945 0.71563 1.95882
H -2.33153 -0.23912 1.78024
O -1.08745 1.21312 -0.12090
P -0.93658 1.67702 -1.53019
C -1.29692 0.37889 -2.75675
P -0.27455 -1.10844 -2.55114
O -0.18744 -1.55408 -1.12671
C -0.98940 -2.37920 -3.60989
C -0.97192 -3.67808 -3.11091
C -1.46807 -4.71810 -3.88831
C -1.97554 -4.45694 -5.15239
C -1.99547 -3.15952 -5.64564
C -1.50314 -2.11841 -4.87403
C 1.35495 -0.74732 -3.23850
C 1.52240 -0.24236 -4.52258
C 2.79709 -0.01781 -5.01668
C 3.90502 -0.29297 -4.22398
C 3.74179 -0.79987 -2.94439
C 2.46245 -1.03569 -2.45058
C -2.04966 3.04257 -1.91086
C -2.50915 3.77497 -0.82026
C -3.34248 4.86758 -1.02395
C -3.71396 5.22298 -2.31220
C -3.25859 4.48985 -3.39837
C -2.42800 3.39741 -3.19884
C 0.73278 2.29074 -1.83727
C 1.65270 2.26923 -0.79417
C 2.93139 2.78187 -0.98593
C 3.28669 3.30957 -2.21699
C 2.36914 3.33123 -3.26200
C 1.09301 2.82713 -3.06877
H -1.24481 0.76332 -3.79075
H -2.33446 0.07602 -2.57192
H -0.57509 -3.86408 -2.12026
H -1.45722 -5.72815 -3.50127
H -2.36366 -5.26846 -5.75675
H -2.39960 -2.95080 -6.62887
H -1.53537 -1.10497 -5.26634
H 0.66181 -0.00847 -5.14665
H 2.92053 0.38573 -6.01357
H 4.90090 -0.10569 -4.60634
H 4.60310 -1.01281 -2.32556
H 2.31915 -1.44587 -1.45808
H -2.21944 3.47489 0.17854
H -3.70266 5.43443 -0.17510
H -4.36716 6.07283 -2.47116
H -3.55209 4.75787 -4.40574
H -2.09289 2.82567 -4.06094
H 1.39306 1.85620 0.17429
H 3.63272 2.75426 -0.16308
H 4.28425 3.70428 -2.36759
H 2.64536 3.73312 -4.22830
H 0.38353 2.84443 -3.89407
O 1.63263 -4.38764 0.86285
C 2.29299 -5.01623 1.66918
O 2.61643 -4.69314 2.85022
H 2.67045 -6.02026 1.37889
Te 1.78300 -2.67416 3.72970
C 0.50904 -3.97416 4.80647
C -0.81780 -4.22478 4.60120
C -1.37257 -5.15163 5.52860
C -0.45126 -5.59717 6.43006
S 1.07270 -4.87500 6.15037
H -1.37852 -3.75065 3.80924
H -2.40502 -5.46956 5.52418
H -0.59932 -6.30088 7.23093
```

- Kohn-Sham gap (alpha / beta) (eV) = 3.72 / 2.33
- total energy (eV) = -98117.1970
- net charge = -2

Results of the Mulliken charge analysis, in e, for atoms 1 through 5: atom 1 (Cs): -0.054, atom 2 (O): -0.776, atom 3 (C): -0.121, atom 4 (N): -0.591, atom 5 (C): 0.233

=====

[3]
Computed, not measured: C42H34N6O3PReS2 as an isolated structure, with ωB97M-V with the def2-TZVPD basis set.

XYZ file:
```
89
Properties=species:S:1:pos:R:3
Re 0.40315 -0.49932 -1.88706
C -2.43438 2.33760 -4.98813
C -2.26040 1.35672 -5.95285
C -1.14941 0.53190 -5.87391
C -0.25847 0.72402 -4.82522
N -0.45027 1.62511 -3.85489
C -1.51284 2.42136 -3.95618
C 1.06318 0.06610 -4.78440
C 1.80984 -0.06882 -5.94135
C 3.13657 -0.47136 -5.87331
C 3.69739 -0.65408 -4.62382
C 2.89918 -0.51275 -3.49935
N 1.57563 -0.23561 -3.57117
C 3.37992 -0.61810 -2.12425
C 4.71551 -0.75510 -1.75958
C 5.04662 -0.77767 -0.42269
C 4.03116 -0.68494 0.52358
C 2.72675 -0.57379 0.10040
N 2.39211 -0.51967 -1.19909
H -3.25981 3.03393 -5.03388
H -2.96231 1.25309 -6.76915
H -0.96680 -0.22743 -6.62251
H -1.62738 3.16919 -3.17925
H 1.35584 0.17585 -6.89164
H 3.72668 -0.58966 -6.77055
H 4.74198 -0.90781 -4.52000
H 5.48438 -0.82938 -2.51419
H 6.07914 -0.87455 -0.11720
H 4.25569 -0.71720 1.57936
H 1.89230 -0.55693 0.79098
C -0.03081 -5.73330 -2.28576
N -1.12826 -4.79796 -2.06160
C -2.43496 -5.14667 -1.80964
C -3.13100 -4.01287 -1.64830
N -2.24303 -2.93761 -1.81705
C -1.00382 -3.46382 -2.05755
S 0.52060 -2.72796 -2.27720
C -2.67813 -1.58851 -1.77601
C -4.05456 -1.36021 -1.77884
C -4.53989 -0.08008 -1.61371
C -3.64572 0.96776 -1.46839
C -2.30756 0.67853 -1.55672
N -1.79825 -0.56773 -1.71616
H -0.42186 -6.74015 -2.17769
H 0.75164 -5.56288 -1.54888
H 0.37085 -5.59779 -3.28791
H -2.74748 -6.17384 -1.74505
H -4.16149 -3.89204 -1.38754
H -4.75361 -2.16519 -1.91859
H -5.60823 0.08864 -1.60313
H -3.96908 1.98751 -1.32062
H -1.57816 1.46811 -1.52613
O -0.55143 0.85460 1.93915
S -0.23984 2.06401 0.88882
O -1.40762 2.85809 0.76464
O 0.29924 1.47064 -0.30109
C 1.00231 2.85015 1.84800
C 1.76359 3.90324 1.37894
C 2.65167 4.49610 2.26918
C 2.75273 4.04740 3.58174
C 1.96560 3.00134 4.04322
C 1.08072 2.39476 3.16131
P -0.11136 1.10206 3.50511
C 0.62350 -0.33797 4.18608
C -0.18335 -1.27060 4.84908
C 0.39154 -2.41806 5.36500
C 1.75706 -2.63136 5.22533
C 2.56304 -1.70008 4.57785
C 2.00029 -0.55289 4.05423
C -1.54920 1.63204 4.38059
C -2.72459 1.98187 3.71384
C -3.79167 2.47370 4.44739
C -3.68332 2.62440 5.82301
C -2.51249 2.27409 6.48572
C -1.44201 1.77291 5.77007
H 1.67169 4.25625 0.36052
H 3.26689 5.32084 1.93711
H 3.45230 4.52502 4.25405
H 2.04339 2.67588 5.07269
H -1.24621 -1.09722 4.96023
H -0.22243 -3.14274 5.88108
H 2.20155 -3.52842 5.63555
H 3.62772 -1.86952 4.49511
H 2.62397 0.18573 3.56534
H -2.80853 1.88326 2.64096
H -4.70982 2.74320 3.94467
H -4.51912 3.01518 6.38764
H -2.43790 2.38987 7.55775
H -0.53607 1.48958 6.29387
```

- Kohn-Sham gap (alpha / beta) (eV) = 6.48 / 6.45
- total energy (eV) = -92256.6394
- 2S+1 = 2
- net charge = +3

Results of the Mulliken charge analysis, in e, for atoms 1 through 5: atom 1 (Re): 1.184, atom 2 (C): -0.733, atom 3 (C): -0.543, atom 4 (C): -0.849, atom 5 (C): 1.088